1.
{"formula": "C13H18AlB3Br2CaCl5F4I2MgO10", "method": "the ωB97M-V functional and the def2-TZVPD basis", "e_above_lowest_kj_mol": 0.0, "total_charge": 1, "symbols": ["C", "C", "I", "C", "I", "B", "O", "B", "O", "B", "C", "C", "F", "O", "H", "H", "H", "H", "H", "H", "H", "H", "Al", "C", "Cl", "Cl", "Cl", "Cl", "Br", "C", "C", "O", "O", "H", "H", "H", "C", "O", "O", "O", "H", "C", "C", "O", "C", "O", "C", "F", "F", "F", "H", "H", "H", "H", "H", "H", "Mg", "Br", "Ca", "Cl"], "coordinates": [[-2.16, -3.24, -1.34], [-0.74, -2.70, -1.12], [0.32, -3.38, 0.65], [-0.15, -1.85, -1.92], [-1.23, -1.14, -3.60], [1.33, -1.34, -1.67], [2.37, -2.08, -2.19], [3.32, -2.26, -1.18], [3.81, -1.11, -0.58], [2.69, -0.45, -0.09], [2.67, 0.03, 1.40], [1.92, 1.35, 1.52], [2.10, 1.92, 2.76], [1.59, -0.23, -0.94], [-2.27, -4.12, -0.70], [-2.92, -2.48, -1.18], [-2.16, -3.62, -2.39], [3.52, -3.34, -0.72], [2.24, -0.73, 2.06], [3.68, 0.18, 1.76], [2.29, 2.07, 0.79], [0.86, 1.15, 1.32], [-3.54, -4.68, -3.59], [-3.84, 0.21, -6.61], [-4.46, -0.77, -5.29], [-4.27, -0.51, -8.16], [-4.51, 1.84, -6.51], [-2.05, 0.30, -6.48], [0.01, 1.85, -5.82], [7.16, -1.57, 2.93], [5.75, -2.14, 3.07], [5.65, -3.29, 3.73], [4.84, -1.51, 2.58], [7.91, -2.21, 3.40], [7.41, -1.47, 1.87], [7.20, -0.58, 3.39], [0.20, 5.30, 1.49], [-0.04, 5.15, 2.72], [0.63, 4.12, 0.91], [0.07, 6.29, 0.78], [0.59, 3.60, 1.73], [-3.59, 2.62, 2.61], [-2.69, 3.31, 1.59], [-1.79, 2.49, 0.87], [-2.27, 1.73, -0.26], [-2.92, 2.48, -1.08], [-3.03, 0.42, 0.11], [-2.46, -0.16, 1.19], [-2.91, -0.49, -0.90], [-4.32, 0.57, 0.36], [-3.00, 1.82, 3.20], [-3.98, 3.35, 3.31], [-4.45, 2.14, 2.15], [-2.04, 3.99, 2.14], [-3.30, 3.93, 0.90], [-1.30, 1.31, -0.63], [5.94, -3.19, 5.72], [-4.63, -3.90, -5.95], [-1.59, -5.19, 1.88], [-3.44, 0.23, 3.98]], "mulliken_charge": [-1.12, 0.35, 0.30, 0.10, 0.36, -0.22, -0.35, 1.00, -0.29, 0.22, -0.58, -0.23, -0.38, -0.04, 0.23, 0.30, 0.17, -0.10, 0.25, 0.31, 0.38, 0.15, 0.32, 0.32, -0.08, -0.07, -0.08, -0.13, -0.21, -0.84, 0.67, -0.73, -0.52, 0.31, 0.27, 0.34, 0.73, -0.59, -0.41, -0.57, 0.31, -0.90, -0.07, -0.10, 0.48, -0.67, 0.63, -0.20, -0.19, -0.28, 0.04, 0.51, 0.32, 0.20, 0.28, 0.06, 0.89, -0.42, 0.97, -0.42]}

=====

2.
{"formula": "C13H18AuClN3O4S", "method": "the ωB97M-V functional and the def2-TZVPD basis", "total_charge": 1, "symbols": ["Au", "N", "N", "C", "N", "S", "H", "H", "H", "H", "H", "Cl", "C", "C", "O", "O", "H", "H", "C", "C", "C", "C", "C", "C", "C", "C", "C", "C", "O", "O", "H", "H", "H", "H", "H", "H", "H", "H", "H", "H", "H"], "coordinates": [[-1.34, -0.31, -0.68], [-2.14, -1.90, -2.32], [-1.08, -2.62, -2.87], [0.12, -2.61, -2.28], [1.07, -3.39, -2.78], [0.52, -1.65, -0.91], [-2.72, -2.50, -1.73], [-2.72, -1.48, -3.04], [-1.26, -3.22, -3.66], [0.92, -3.99, -3.57], [1.99, -3.37, -2.37], [-4.60, -1.54, -0.37], [-4.48, -0.01, 0.56], [-4.00, 1.12, -0.34], [-4.69, 2.05, -0.62], [-2.75, 1.05, -0.82], [-3.80, -0.19, 1.39], [-5.47, 0.23, 0.91], [4.30, 2.08, -0.29], [3.02, 1.59, 0.33], [1.88, 2.37, 0.29], [0.69, 1.95, 0.89], [-0.52, 2.85, 0.90], [0.67, 0.70, 1.51], [1.83, -0.09, 1.61], [1.82, -1.37, 2.41], [2.99, 0.37, 1.00], [-0.58, 0.18, 2.13], [-0.87, 0.17, 3.29], [-1.49, -0.41, 1.30], [4.11, 2.79, -1.09], [4.89, 1.25, -0.70], [4.92, 2.58, 0.46], [1.91, 3.34, -0.19], [-0.21, 3.89, 0.85], [-1.10, 2.73, 1.81], [-1.18, 2.67, 0.05], [1.01, -2.03, 2.11], [1.69, -1.15, 3.47], [2.77, -1.90, 2.29], [3.89, -0.23, 1.07]], "mulliken_charge": [0.97, -0.57, -0.19, 0.75, -0.39, -0.24, 0.32, 0.29, 0.23, 0.20, 0.20, -0.22, -0.23, 0.65, -0.54, -0.64, 0.12, 0.38, -1.52, 0.43, -0.77, 1.22, -1.59, 0.33, 0.79, -1.57, -0.77, 0.12, -0.52, -0.42, 0.39, 0.39, 0.30, 0.47, 0.47, 0.36, 0.26, 0.32, 0.40, 0.38, 0.42]}

=====

Number 1: gap between HOMO and LUMO 1.068 eV, electronic energy -10896.5341 Ha, strongest force on any atom 3.18 eV/Å. Number 2: gap between HOMO and LUMO 5.360 eV, electronic energy -1965.1811 Ha, strongest force on any atom 1.23 eV/Å.